[1]
This record from the OMol25 dataset describes a structure of composition C12H21Br3N3Pd at a distorted geometry. The level of theory is the ωB97M-V functional and the def2-TZVPD basis.

```
! wB97M-V def2-TZVPD RIJCOSX def2/J DEFGRID3
* xyz -1 3
Pd 10.99032 -19.32876 -4.30140
Br 8.37295 -22.05113 -5.50390
Br 14.10868 -21.59787 -5.14148
Br 13.08899 -16.56483 -2.64784
C 12.71022 -25.60056 -1.18954
C 11.21707 -25.68693 -1.09540
C 10.48248 -24.60464 -0.25316
C 10.82764 -23.22604 -0.69058
N 11.10183 -22.13835 -1.04304
H 13.09350 -26.48577 -1.69709
H 13.27132 -25.66515 -0.25730
H 13.02292 -24.74013 -1.78112
H 11.06082 -26.65955 -0.62883
H 10.71048 -25.76970 -2.05697
H 10.70366 -24.84378 0.78702
H 9.39688 -24.62509 -0.34892
C 5.50612 -13.57152 -4.05959
C 4.92366 -14.46632 -2.88174
C 5.02645 -15.91495 -3.24126
C 6.39985 -16.33027 -3.41857
N 7.48019 -16.66968 -3.62600
H 6.58026 -13.50162 -3.88801
H 5.07538 -12.57445 -3.96791
H 5.28938 -13.88913 -5.07951
H 3.86501 -14.20680 -2.88455
H 5.40726 -14.23088 -1.93369
H 4.37250 -16.16804 -4.07576
H 4.63138 -16.60933 -2.49975
C 14.89410 -18.64947 -10.80474
C 13.99975 -19.93833 -11.05102
C 12.55020 -19.67165 -10.62254
C 12.30659 -19.03905 -9.40072
N 12.00717 -18.47104 -8.42172
H 14.63660 -17.73002 -11.33047
H 15.86141 -18.95352 -11.20469
H 14.94018 -18.38608 -9.74804
H 14.54085 -20.62944 -10.40473
H 14.21189 -20.35112 -12.03728
H 12.01384 -20.61992 -10.65711
H 12.05079 -19.05488 -11.36973
*
```

ΔE to the lowest compared entry with this formula, charge and spin (kJ/mol): 468.6
HOMO level (spin up / spin down) (eV): -4.8 / -4.7
E_tot (eV): -230859.3797
LUMO level (spin up / spin down) (eV): 1.70 / -1.49
⟨S²⟩: 2.004

---

[2]
This record from the OMol25 dataset describes a structure of composition C12H21BrO2PS2Se4SiV. The level of theory is the ωB97M-V functional and the def2-TZVPD basis.

```
! wB97M-V def2-TZVPD RIJCOSX def2/J DEFGRID3
* xyz -2 1
V -1.83456 -0.28315 0.00698
C 0.71839 5.01806 3.15278
C -0.40816 4.07957 2.77968
O 0.15729 2.88866 2.22343
P -0.56670 2.23999 0.92229
S 0.41616 0.57038 0.51465
S -2.48552 2.00347 1.10190
O -0.31307 3.36871 -0.20732
C 0.98085 3.51057 -0.80571
C 0.91949 3.02684 -2.23785
H 0.31963 5.93147 3.59923
H 1.29581 5.28625 2.26703
H 1.38985 4.54376 3.86929
H -1.08444 4.55243 2.06319
H -0.99764 3.79720 3.65448
H 1.72349 2.94311 -0.23964
H 1.24072 4.57081 -0.74624
H 0.63607 1.97404 -2.25840
H 1.89134 3.14665 -2.72288
H 0.17207 3.59002 -2.79749
Se -2.54786 -1.82006 1.32143
Se -8.30155 -1.54903 0.34132
Se -6.40638 -3.14894 -2.68643
Se -2.58699 -0.19768 -2.00614
Br -6.27639 -1.60293 -0.89157
C -1.41649 -3.81932 -1.13376
Si -0.50764 -2.17475 -1.03911
C 0.16398 -1.93839 -2.79603
C 1.11771 -2.55832 -0.09711
C 1.17588 -3.62273 0.80860
C 2.34360 -3.94815 1.48689
C 3.50120 -3.21227 1.27264
C 3.47565 -2.15758 0.37144
C 2.30144 -1.84271 -0.30074
H -0.76135 -4.57440 -1.58467
H -2.30033 -3.70426 -1.76639
H -1.76075 -4.16656 -0.16141
H 0.81735 -2.78038 -3.04911
H 0.73494 -1.01190 -2.90133
H -0.66454 -1.89771 -3.50412
H 0.27953 -4.20193 0.99964
H 2.34814 -4.77524 2.18838
H 4.41416 -3.45819 1.80351
H 4.37236 -1.57376 0.19344
H 2.31327 -1.02164 -1.00881
*
```

HOMO level (eV): -1.4
E_tot (eV): -412837.4982
LUMO level (eV): 4.02

---

[3]
This record from the OMol25 dataset describes a structure of composition C12H21CdN6S at a distorted geometry. The level of theory is the ωB97M-V functional and the def2-TZVPD basis.

```
! wB97M-V def2-TZVPD RIJCOSX def2/J DEFGRID3
* xyz 1 1
Cd -0.15682 -0.18908 -0.50130
C -0.74837 -3.24502 2.74027
C -0.44184 -2.03444 1.91894
N -0.68692 -1.97325 0.64815
N -1.22701 -3.00881 0.01145
C -1.28515 -2.97307 -1.30160
N -1.87117 -4.01733 -1.90016
S -0.66863 -1.75458 -2.35794
C 0.16947 -0.85348 2.52017
C 0.69714 -0.88602 3.81674
C 1.30995 0.24135 4.32803
C 1.34900 1.39700 3.55763
C 0.78515 1.35446 2.29439
N 0.23315 0.26716 1.77799
H -1.30696 -3.94875 2.12697
H -1.33640 -2.97401 3.61542
H 0.16960 -3.72790 3.07029
H -2.21221 -4.78589 -1.34471
H -1.88242 -4.07611 -2.90305
H 0.65105 -1.78946 4.40020
H 1.75264 0.22187 5.31251
H 1.80686 2.30151 3.92180
H 0.77526 2.23851 1.66728
N -1.66435 1.58852 -1.13383
C -1.56216 2.00142 -2.54870
C -0.29794 2.81458 -2.82664
C 0.98878 1.98080 -2.91640
C 1.85915 1.98915 -1.64945
N 2.02187 0.62116 -1.12479
H -2.58609 1.16700 -1.00007
H -1.64896 2.43129 -0.55717
H -2.43488 2.60564 -2.82903
H -1.56542 1.09409 -3.16055
H -0.19501 3.58569 -2.05990
H -0.44873 3.33071 -3.77497
H 1.58059 2.34648 -3.75379
H 0.71918 0.94552 -3.14277
H 1.39334 2.59166 -0.86477
H 2.83642 2.43438 -1.87290
H 2.67882 0.63167 -0.34394
H 2.45000 0.05560 -1.85982
*
```

ΔE to the lowest compared entry with this formula, charge and spin (kJ/mol): 0.0
HOMO level (eV): -10.8
E_tot (eV): -37121.1404
LUMO level (eV): -3.22